#1
Computed, not measured: 8 unconnected molecules or ions with the total composition C8H16Cl16, with ωB97M-V/def2-TZVPD.

Structure (ORCA input):
```
! wB97M-V def2-TZVPD RIJCOSX def2/J DEFGRID3
* xyz 0 1
Cl -2.03 -2.99 -3.47
C -0.56 -2.02 -3.31
Cl -0.96 -0.31 -3.05
H -0.06 -2.37 -2.41
H 0.07 -2.06 -4.18
Cl 0.20 -1.09 0.25
C -0.62 0.43 0.50
Cl -0.93 0.78 2.22
H 0.05 1.20 0.13
H -1.58 0.42 0.01
Cl 0.49 -5.48 -2.14
C 0.25 -4.75 -0.55
Cl 1.83 -4.26 0.11
H -0.36 -3.86 -0.69
H -0.13 -5.45 0.19
Cl 0.87 -2.84 4.60
C -0.54 -1.84 4.89
Cl -2.07 -2.74 4.88
H -0.42 -1.35 5.85
H -0.56 -1.07 4.13
Cl -0.86 3.61 -0.24
C -1.28 5.27 -0.68
Cl 0.19 6.27 -0.64
H -1.55 5.22 -1.73
H -2.01 5.66 0.01
Cl 3.82 0.28 1.39
C 3.85 -1.43 0.98
Cl 4.89 -2.31 2.09
H 2.83 -1.77 1.07
H 4.21 -1.55 -0.04
Cl -4.52 0.28 -1.11
C -4.64 1.44 0.22
Cl -4.36 3.09 -0.40
H -5.60 1.37 0.71
H -3.85 1.22 0.93
Cl 1.80 2.00 -1.96
C 3.17 3.13 -2.09
Cl 4.70 2.30 -2.27
H 3.05 3.77 -2.96
H 3.21 3.82 -1.25
*
```

Output
HOMO level, eV: -10.743
Frontier orbital gap, eV: 11.10
M, g mol⁻¹: 679.464
SMILES: ClCCl.ClCCl.ClCCl.ClCCl.ClCCl.ClCCl.ClCCl.ClCCl

=====

#2
Computed, not measured: a molecular structure, C8H16Cl16, with ωB97M-V/def2-TZVPD.

Structure (ORCA input):
```
! wB97M-V def2-TZVPD RIJCOSX def2/J DEFGRID3
* xyz 0 1
C -22.89 -30.88 -5.75
Cl -22.20 -32.55 -5.94
Cl -23.66 -30.74 -4.13
H -22.06 -30.19 -5.57
H -23.52 -30.49 -6.55
C -24.17 -32.02 4.99
Cl -22.44 -32.27 5.40
Cl -24.67 -32.73 3.52
H -24.76 -32.56 5.72
H -24.33 -30.95 5.09
C -33.55 -34.35 -6.02
Cl -32.85 -33.43 -4.58
Cl -33.90 -33.26 -7.35
H -32.92 -35.20 -6.29
H -34.51 -34.66 -5.61
C -27.02 -36.67 -9.39
Cl -27.61 -35.29 -8.37
Cl -28.41 -37.63 -9.53
H -26.70 -36.34 -10.37
H -26.25 -37.13 -8.77
C -26.97 -36.62 -2.03
Cl -25.54 -37.61 -2.54
Cl -28.51 -37.39 -2.52
H -27.13 -36.50 -0.96
H -26.90 -35.62 -2.46
C -28.06 -39.30 7.07
Cl -27.62 -37.98 8.19
Cl -27.96 -38.96 5.30
H -27.43 -40.18 7.20
H -29.08 -39.57 7.34
C -32.42 -34.95 2.73
Cl -31.95 -33.97 4.18
Cl -33.87 -34.30 2.04
H -31.65 -34.95 1.95
H -32.65 -36.00 2.95
C -24.35 -44.70 -1.12
Cl -24.23 -46.03 -2.27
Cl -26.07 -44.35 -0.77
H -23.85 -45.07 -0.22
H -23.89 -43.82 -1.55
*
```

Output
HOMO level, eV: -10.656
Frontier orbital gap, eV: 10.77
M, g mol⁻¹: 679.464

=====

Computed relative energies in units of kJ/mol: #1 0.0; #2 150.6

=====

#1
Computed, not measured: a molecular structure, CH3NO3S, with ωB97M-V/def2-TZVPD.

Structure (ORCA input):
```
! wB97M-V def2-TZVPD RIJCOSX def2/J DEFGRID3
* xyz 0 1
C 1.54 0.22 -0.27
N 0.36 0.21 -0.84
O 1.86 -0.55 0.63
O -1.61 0.73 0.50
O -1.55 -1.57 -0.42
S -0.75 -0.52 0.04
H 2.21 0.91 -0.78
H -1.94 1.28 -0.15
H -0.13 -0.71 1.28
*
```

Output
HOMO level, eV: -10.193
Frontier orbital gap, eV: 10.62
M, g mol⁻¹: 109.106

=====

#2
Computed, not measured: 2 unconnected molecules or ions with the total composition CH3NO3S, with ωB97M-V/def2-TZVPD.

Structure (ORCA input):
```
! wB97M-V def2-TZVPD RIJCOSX def2/J DEFGRID3
* xyz 0 1
C -0.40 -0.08 0.22
N -0.41 0.99 -0.50
O -0.76 -0.86 1.05
O -1.02 2.36 -0.16
O 1.06 -1.34 -0.66
S 1.15 -2.51 0.23
H 0.49 1.19 -0.96
H -1.87 2.29 -0.63
H 1.76 -2.05 1.40
*
```

Output
HOMO level (spin up / spin down), eV: -7.585 / -8.116
Frontier orbital gap (spin up / spin down), eV: 6.74 / 7.69
M, g mol⁻¹: 109.106

=====

Computed relative energies in units of kJ/mol: #1 0.0; #2 233.0

=====

#1
Computed, not measured: CH3NO3S in the gas phase, with ωB97M-V/def2-TZVPD.

Structure (ORCA input):
```
! wB97M-V def2-TZVPD RIJCOSX def2/J DEFGRID3
* xyz 0 1
C -0.23 -1.13 1.23
N 0.95 -3.64 -0.78
O 1.89 -3.19 -0.21
O -1.26 -0.55 -1.19
O -0.21 -2.96 -0.74
S -1.46 -1.50 -0.17
H 0.63 -0.59 0.89
H -0.62 -0.69 2.08
H 0.18 -2.13 1.31
*
```

Output
HOMO level (spin up / spin down), eV: -9.659 / -9.659
Frontier orbital gap (spin up / spin down), eV: 8.32 / 8.32
M, g mol⁻¹: 109.106

=====

#2
Computed, not measured: CH3NO3S in the gas phase, with ωB97M-V/def2-TZVPD.

Structure (ORCA input):
```
! wB97M-V def2-TZVPD RIJCOSX def2/J DEFGRID3
* xyz 0 1
C -0.44 0.16 -0.17
N -1.62 -0.20 0.42
O 0.38 -0.94 -0.28
O -0.22 1.26 -0.66
O 2.04 0.53 0.75
S 1.96 -0.44 -0.29
H -1.64 -1.30 0.59
H -2.06 0.48 1.08
H 1.60 0.45 -1.44
*
```

Output
HOMO level, eV: -10.119
Frontier orbital gap, eV: 10.69
M, g mol⁻¹: 109.106

=====

Computed relative energies in units of kJ/mol: #1 371.9; #2 0.0